Entry 1:
The following is a quantum chemistry calculation of C16H23ClN2O in the gas phase, from OMol25.

Calculated values
* F_max: 0.4 eV/A
* frontier orbital gap: 9.4 eV
* net charge: 0
* SMILES string: CC(C)CC(=O)N1CCN(Cc2ccccc2Cl)CC1
* E_tot: -1268.4392 Eh

The geometry in XYZ format:
```
43
Properties=species:S:1:pos:R:3:nbo_charge:R:1
C -5.297 0.201 -1.372 -0.60
C -4.309 -0.501 -0.442 -0.20
C -5.022 -1.554 0.402 -0.61
C -3.614 0.527 0.468 -0.50
C -2.430 -0.095 1.183 0.70
O -2.537 -0.595 2.288 -0.64
N -1.246 -0.104 0.522 -0.45
C -0.983 0.538 -0.750 -0.22
C 0.304 -0.016 -1.350 -0.22
N 1.451 0.312 -0.519 -0.45
C 2.603 -0.501 -0.861 -0.24
C 3.869 0.061 -0.273 -0.08
C 4.006 1.433 -0.097 -0.14
C 5.161 1.977 0.434 -0.23
C 6.210 1.151 0.799 -0.20
C 6.101 -0.217 0.626 -0.23
C 4.938 -0.750 0.092 -0.02
Cl 4.850 -2.469 -0.120 0.00
C 1.121 0.282 0.904 -0.24
C -0.072 -0.620 1.205 -0.24
H -5.806 -0.526 -2.001 0.21
H -4.787 0.915 -2.016 0.20
H -6.046 0.735 -0.792 0.20
H -3.552 -1.006 -1.054 0.19
H -5.408 -2.353 -0.227 0.21
H -5.854 -1.105 0.940 0.20
H -4.338 -1.982 1.131 0.23
H -4.321 0.847 1.235 0.23
H -3.306 1.401 -0.106 0.21
H -0.879 1.624 -0.623 0.19
H -1.801 0.346 -1.446 0.21
H 0.189 -1.105 -1.486 0.17
H 0.462 0.429 -2.338 0.21
H 2.700 -0.496 -1.953 0.22
H 2.478 -1.550 -0.546 0.19
H 3.180 2.064 -0.384 0.22
H 5.243 3.046 0.562 0.22
H 7.115 1.566 1.216 0.22
H 6.911 -0.874 0.901 0.23
H 1.992 -0.050 1.471 0.22
H 0.882 1.303 1.225 0.20
H -0.293 -0.640 2.274 0.25
H 0.134 -1.647 0.881 0.19
```



Entry 2:
The following is a quantum chemistry calculation of 2 unconnected molecules or ions with the total composition CH4N2O2S in a non-equilibrium geometry, from OMol25.

Calculated values
* F_max: 4.6 eV/A
* frontier orbital gap: 8.5 eV
* net charge: 0
* E_tot: -698.6392 Eh

The geometry in XYZ format:
```
10
Properties=species:S:1:pos:R:3:nbo_charge:R:1
C -1.345 0.635 -0.200 0.30
N -0.715 -0.620 -0.476 -0.87
N -1.090 1.387 0.755 -0.72
O 1.634 -0.927 0.948 -0.86
O 3.442 -0.098 -0.399 -0.82
S 2.012 -0.160 -0.169 1.68
H -2.143 0.960 -0.908 0.17
H -1.046 -1.213 -1.221 0.38
H -0.114 -1.099 0.085 0.39
H -0.634 1.135 1.585 0.36
```



Entry 3:
The following is a quantum chemistry calculation of 7 unconnected molecules or ions with the total composition C12H43B2O5 in a non-equilibrium geometry, from OMol25.

Calculated values
* F_max: 4.7 eV/A
* frontier orbital gap (alpha / beta): 9.5 / 2.8 eV
* net charge: 0
* E_tot: -908.4815 Eh
* 2S+1: 2

The geometry in XYZ format:
```
62
Properties=species:S:1:pos:R:3:nbo_charge:R:1
O -0.106 0.884 0.980 -0.87
H -0.795 0.970 1.642 0.54
H -0.207 1.582 0.328 0.58
H 0.766 0.859 1.381 0.58
B -0.035 3.042 -0.800 -0.90
H -0.964 2.496 -0.842 -0.01
H -0.178 3.909 -1.426 0.04
H 0.199 3.390 0.195 0.02
H 0.750 2.422 -1.206 -0.01
B 2.326 0.934 2.025 -0.93
H 1.706 1.780 2.278 0.02
H 1.974 0.002 2.440 -0.02
H 2.431 0.797 0.960 0.00
H 3.315 1.138 2.404 0.05
C 0.290 -2.315 -1.902 -0.65
C -0.681 -2.157 -0.778 0.06
C -2.063 -2.793 -1.043 -0.62
O -0.151 -2.829 0.381 -0.44
H 0.588 -3.338 -2.132 0.22
H 1.200 -1.795 -1.601 0.26
H -0.044 -1.735 -2.762 0.25
H -0.762 -1.090 -0.571 0.27
H -1.952 -3.867 -1.197 0.22
H -2.509 -2.372 -1.944 0.22
H -2.783 -2.643 -0.239 0.22
H 0.787 -2.638 0.452 0.51
C -1.044 2.620 3.882 -0.64
C -2.324 1.774 3.704 0.11
C -3.559 2.646 3.338 -0.64
O -2.113 0.782 2.802 -0.74
H -0.219 1.951 4.128 0.23
H -1.169 3.379 4.655 0.22
H -0.721 3.112 2.965 0.23
H -2.579 1.353 4.677 0.15
H -4.511 2.119 3.282 0.20
H -3.390 3.208 2.420 0.22
H -3.661 3.336 4.176 0.21
H -2.850 0.172 2.881 0.49
C -0.752 2.636 -4.916 -0.62
C -0.945 1.283 -4.214 0.08
C -0.898 0.157 -5.176 -0.63
O 0.022 1.131 -3.225 -0.60
H -1.598 2.840 -5.572 0.21
H 0.172 2.651 -5.494 0.22
H -0.720 3.411 -4.151 0.23
H -1.889 1.236 -3.672 0.18
H -1.343 -0.776 -4.830 0.21
H 0.126 -0.045 -5.489 0.22
H -1.437 0.418 -6.088 0.22
H 0.010 1.872 -2.614 0.54
C 2.637 -3.077 2.495 -0.64
C 3.092 -2.780 1.124 0.08
C 3.029 -4.060 0.286 -0.63
O 2.261 -1.828 0.562 -0.77
H 2.917 -2.358 3.265 0.24
H 3.109 -3.991 2.854 0.21
H 1.573 -3.314 2.516 0.20
H 4.089 -2.340 1.143 0.19
H 3.799 -4.754 0.624 0.22
H 3.343 -3.832 -0.733 0.22
H 2.044 -4.527 0.286 0.20
H 2.401 -1.039 1.090 0.55
```



Entry 4:
The following is a quantum chemistry calculation of a molecular structure, C34H28Cl5Sb2Tc in a non-equilibrium geometry, from OMol25.

Calculated values
* F_max: 2.7 eV/A
* frontier orbital gap (alpha / beta): 6.9 / 7.3 eV
* net charge: +1
* E_tot: -4174.2703 Eh
* 2S+1: 4

The geometry in XYZ format:
```
70
Properties=species:S:1:pos:R:3:nbo_charge:R:1
Tc 1.330 0.831 -1.535 0.72
C -0.345 -0.301 2.029 -0.71
C -1.586 0.581 2.075 -0.44
C -1.739 1.590 0.947 -0.72
Sb -1.610 0.882 -1.147 1.05
C -1.628 -1.241 -0.804 -0.39
C -0.501 -2.003 -1.067 -0.24
C -0.514 -3.376 -0.901 -0.21
C -1.666 -3.992 -0.448 -0.19
C -2.789 -3.237 -0.155 -0.21
C -2.770 -1.864 -0.328 -0.16
C -3.717 1.081 -1.549 -0.32
C -4.418 0.110 -2.243 -0.17
C -5.797 0.196 -2.340 -0.22
C -6.470 1.257 -1.757 -0.19
C -5.760 2.260 -1.120 -0.20
C -4.382 2.180 -1.033 -0.24
Sb 1.415 0.583 1.109 1.15
C 2.794 -0.755 2.024 -0.25
C 2.588 -2.120 1.884 -0.25
C 3.448 -3.013 2.497 -0.20
C 4.516 -2.544 3.244 -0.18
C 4.734 -1.182 3.362 -0.20
C 3.877 -0.285 2.750 -0.26
C 1.686 2.376 2.244 -0.37
C 1.985 3.549 1.566 -0.23
C 2.152 4.731 2.268 -0.20
C 2.019 4.742 3.646 -0.17
C 1.715 3.571 4.321 -0.22
C 1.548 2.386 3.623 -0.17
H -0.542 -1.220 1.476 0.24
H -0.056 -0.596 3.039 0.24
H -1.581 1.153 3.008 0.22
H -2.466 -0.067 2.098 0.22
H -0.975 2.371 1.045 0.22
H -2.713 2.070 1.046 0.24
H 0.417 -1.537 -1.420 0.19
H 0.363 -3.962 -1.127 0.23
H -1.683 -5.063 -0.325 0.23
H -3.674 -3.728 0.217 0.23
H -3.647 -1.277 -0.093 0.22
H -3.897 -0.723 -2.695 0.22
H -6.347 -0.570 -2.863 0.23
H -7.547 1.308 -1.805 0.23
H -6.274 3.102 -0.680 0.23
H -3.829 2.980 -0.558 0.21
H 1.752 -2.490 1.300 0.21
H 3.283 -4.074 2.394 0.23
H 5.177 -3.241 3.733 0.23
H 5.573 -0.817 3.932 0.23
H 4.044 0.781 2.841 0.22
H 2.095 3.532 0.485 0.21
H 2.384 5.643 1.738 0.23
H 2.155 5.662 4.194 0.23
H 1.605 3.582 5.395 0.23
H 1.319 1.471 4.155 0.21
C 2.408 2.309 -2.145 -0.46
H 3.456 2.367 -2.439 0.21
H 1.929 3.290 -2.245 0.20
Cl 3.590 -1.343 -1.760 0.06
C 2.509 -1.428 -3.112 -0.08
C 1.558 -0.409 -3.208 -0.38
C 0.613 -0.544 -4.224 0.03
Cl -0.626 0.650 -4.344 0.05
C 0.604 -1.629 -5.097 -0.12
Cl -0.627 -1.780 -6.277 0.09
C 1.600 -2.603 -4.994 -0.07
Cl 1.620 -3.937 -6.065 0.10
C 2.564 -2.504 -3.985 -0.09
Cl 3.751 -3.723 -3.795 0.09
```



Entry 5:
The following is a quantum chemistry calculation of a molecular structure, C30H39AsAuCl2N7O3S2 in a non-equilibrium geometry, from OMol25.

Calculated values
* F_max: 1.1 eV/A
* frontier orbital gap: 5.2 eV
* net charge: +2
* E_tot: -5863.3484 Eh

The geometry in XYZ format:
```
85
Properties=species:S:1:pos:R:3:mulliken_charge:R:1
Au -1.673 -0.953 -0.406 0.55
C 0.834 -4.831 1.760 -0.60
C -0.512 -4.267 1.990 0.75
N -1.389 -4.667 2.858 -0.71
N -2.439 -3.808 2.738 0.18
C -2.234 -2.884 1.813 0.44
S -3.186 -1.548 1.297 -0.45
N -1.032 -3.180 1.300 0.29
N -0.379 -2.262 0.454 -0.14
H 1.001 -5.623 2.485 0.42
H 1.603 -4.065 1.883 -0.10
H 0.917 -5.252 0.759 0.27
H -3.248 -3.920 3.331 0.18
H 0.287 -2.733 -0.167 0.05
H 0.105 -1.449 1.240 0.34
C 0.108 1.434 -4.594 -1.16
As 0.299 1.199 -2.699 0.84
C 2.154 1.394 -2.302 -0.64
C -0.680 2.604 -1.845 -0.74
S -0.400 -0.843 -2.386 -0.63
H 0.520 2.404 -4.871 0.44
H -0.946 1.386 -4.860 0.38
H 0.651 0.645 -5.111 0.43
H 2.511 2.291 -2.808 0.55
H 2.679 0.522 -2.682 0.07
H 2.260 1.482 -1.225 0.09
H -0.146 3.526 -2.079 0.66
H -0.669 2.424 -0.773 -0.04
H -1.688 2.656 -2.252 0.33
Cl 1.973 -3.840 -1.613 -0.26
C 3.292 -3.021 -2.410 1.07
C 3.728 -3.567 -3.604 -0.68
C 4.760 -2.957 -4.298 -0.60
C 5.349 -1.812 -3.790 -0.51
C 4.914 -1.300 -2.581 0.93
Cl 5.686 0.128 -1.956 -0.17
C 3.874 -1.886 -1.840 -1.87
N 3.418 -1.292 -0.653 0.49
C 3.579 -1.916 0.614 0.43
C 4.114 -3.193 0.749 -0.54
C 4.222 -3.777 2.001 -1.00
C 3.809 -3.086 3.131 -0.86
C 3.310 -1.800 2.995 -0.70
C 3.194 -1.192 1.750 0.90
C 2.635 0.218 1.649 -1.29
C 1.154 0.169 1.300 0.41
O 0.465 -0.650 2.019 -0.63
O 0.662 0.790 0.342 -0.39
H 3.254 -4.461 -3.983 0.51
H 5.107 -3.377 -5.231 0.43
H 6.158 -1.323 -4.313 0.47
H 3.747 -0.337 -0.609 0.35
H 4.462 -3.727 -0.126 0.49
H 4.650 -4.767 2.091 0.44
H 3.902 -3.532 4.112 0.42
H 3.005 -1.245 3.873 0.43
H 3.162 0.846 0.931 0.44
H 2.739 0.697 2.624 0.64
C -1.554 3.454 2.368 -1.10
C -2.353 4.141 1.269 -0.66
N -3.798 4.072 1.466 0.18
C -4.380 4.909 2.530 -0.82
C -4.897 4.089 3.700 -1.07
C -4.667 3.439 0.659 0.18
O -5.877 3.565 0.717 -0.62
C -4.168 2.453 -0.383 0.32
C -4.845 2.406 -1.599 -0.36
C -4.534 1.420 -2.522 -0.86
C -3.590 0.466 -2.195 -0.40
N -2.961 0.501 -1.011 0.18
C -3.232 1.476 -0.122 -0.11
H -0.489 3.491 2.140 0.41
H -1.841 2.408 2.495 0.26
H -1.707 3.950 3.327 0.45
H -2.112 3.731 0.288 0.26
H -2.078 5.197 1.225 0.41
H -5.186 5.497 2.093 0.44
H -3.598 5.597 2.852 0.42
H -5.711 3.439 3.384 0.32
H -5.277 4.752 4.476 0.39
H -4.104 3.479 4.136 0.27
H -5.624 3.133 -1.790 0.57
H -5.037 1.364 -3.477 0.50
H -3.327 -0.341 -2.863 0.56
H -2.685 1.440 0.810 0.49
```